This record from OMol25 describes a 8-piece molecular cluster, C40H52N2O13 overall at a distorted geometry. The level of theory is the ωB97M-V functional and the def2-TZVPD basis.

```
107
Properties=species:S:1:pos:R:3:lowdin_charge:R:1
C -21.5592 -11.8364 -3.5882 -0.04
C -22.4420 -12.9474 -4.3389 -0.14
N -22.4142 -14.3054 -3.7511 -0.04
C -22.1521 -15.4434 -4.5622 0.03
C -22.4637 -16.5116 -3.7639 -0.02
N -22.6919 -16.1129 -2.4669 -0.11
C -22.6676 -14.7462 -2.4357 0.07
C -23.2412 -16.8787 -1.4218 -0.01
H -21.6134 -10.9500 -4.2201 0.08
H -20.5122 -12.1364 -3.5449 0.08
H -21.9250 -11.4828 -2.6242 0.07
H -22.0152 -12.8935 -5.3404 0.12
H -23.5157 -12.7794 -4.4235 0.13
H -21.9786 -15.3723 -5.6258 0.14
H -22.4629 -17.5448 -4.0784 0.14
H -23.0443 -14.1332 -1.6302 0.17
H -23.2618 -16.4096 -0.4381 0.12
H -22.7142 -17.8321 -1.3838 0.11
H -24.2397 -17.1849 -1.7337 0.11
O -14.8044 -7.8871 -3.7948 -0.74
H -14.6230 -7.0113 -3.4016 -0.24
C -10.3895 -0.6995 0.6879 -0.03
C -10.0850 -1.7939 -0.0830 -0.02
C -8.7459 -2.1233 -0.4841 -0.32
C -7.7481 -1.3044 -0.0110 -0.06
C -7.9591 -0.2541 0.8422 -0.02
C -9.3194 0.1225 1.1220 -0.30
O -9.6018 1.2083 1.8800 0.03
O -8.4237 -3.2307 -1.1988 0.05
H -11.4098 -0.4833 0.9684 0.11
H -11.0040 -2.2780 -0.3788 0.11
H -6.7590 -1.4949 -0.4007 0.12
H -7.0756 0.2506 1.2043 0.11
H -8.8679 1.6376 2.3257 0.10
H -9.2230 -3.5994 -1.5820 0.11
C -7.5710 -8.0212 -8.9182 -0.02
C -8.3996 -7.3000 -8.0377 -0.02
C -9.6359 -7.7692 -7.7557 -0.33
C -10.1574 -8.9505 -8.3839 0.00
C -9.3912 -9.5018 -9.3649 -0.05
C -8.1004 -9.0826 -9.6305 -0.32
O -7.3101 -9.7149 -10.5940 0.02
O -10.3591 -7.0196 -6.8911 0.06
H -6.5187 -7.7886 -8.9888 0.11
H -8.0256 -6.4206 -7.5347 0.12
H -11.1854 -9.2774 -8.3314 0.12
H -9.8317 -10.2578 -9.9980 0.12
H -6.5412 -9.1699 -10.7770 0.09
H -11.1503 -7.4946 -6.6266 0.11
C -18.7799 -12.2762 1.9673 -0.02
C -18.1219 -11.2684 1.2575 0.01
C -18.6903 -9.9254 1.3531 -0.32
C -19.8485 -9.7211 2.0839 -0.04
C -20.5252 -10.7604 2.6530 -0.05
C -20.0209 -12.0556 2.6433 -0.36
O -20.5565 -13.1098 3.2613 0.05
O -18.1325 -8.8792 0.7285 0.06
H -18.4372 -13.2986 1.9068 0.10
H -17.2908 -11.3875 0.5780 0.11
H -20.2161 -8.7154 2.2253 0.12
H -21.5214 -10.5496 3.0130 0.11
H -21.2203 -12.7524 3.8556 0.10
H -17.6684 -9.1538 -0.0657 0.12
C -10.2294 -8.7580 1.9560 0.01
C -10.9823 -9.2521 0.8200 0.00
C -10.7588 -10.5246 0.2829 -0.30
C -9.8682 -11.3798 0.9588 -0.01
C -9.3269 -11.0070 2.2045 -0.03
C -9.4132 -9.6790 2.6109 -0.36
O -8.7022 -9.2382 3.6896 0.04
O -11.4391 -10.9270 -0.8684 0.03
H -10.1984 -7.7236 2.2650 0.11
H -11.6317 -8.5632 0.3003 0.11
H -9.5753 -12.3167 0.5087 0.11
H -8.6314 -11.6922 2.6662 0.11
H -8.1837 -10.0225 3.8836 0.09
H -12.0352 -10.2438 -1.1838 0.10
C -18.1574 -12.8058 -11.4374 -0.04
C -18.1473 -11.5998 -10.7399 -0.02
C -17.7525 -11.5703 -9.4072 -0.31
C -17.3857 -12.7883 -8.7266 0.00
C -17.4382 -14.0540 -9.4388 0.01
C -17.7786 -13.9960 -10.8298 -0.37
O -17.8168 -15.0784 -11.5861 0.05
O -17.7096 -10.4268 -8.6345 0.02
H -18.4002 -12.7900 -12.4897 0.11
H -18.5726 -10.7162 -11.1925 0.12
H -17.2513 -12.7670 -7.6552 0.10
H -17.2630 -14.9854 -8.9210 0.10
H -18.1690 -14.9722 -12.4728 0.11
H -17.1613 -10.3818 -7.8478 0.11
C -17.6736 -1.7436 -7.0863 -0.14
O -17.3121 -0.8510 -6.0918 -0.19
C -16.9940 -1.3834 -4.8108 -0.15
C -17.0382 -0.1540 -3.7615 -0.19
O -18.2145 0.6222 -3.8649 -0.17
C -18.1183 1.7514 -2.9827 -0.11
H -16.9506 -2.5509 -7.2029 0.08
H -17.6557 -1.1948 -8.0279 0.09
H -18.6322 -2.2450 -6.9524 0.08
H -16.0407 -1.9033 -4.9062 0.12
H -17.6283 -2.2174 -4.5104 0.11
H -16.1682 0.5025 -3.7780 0.11
H -16.9057 -0.6646 -2.8076 0.11
H -17.2349 2.3812 -3.0880 0.08
H -18.0642 1.2998 -1.9922 0.08
H -18.9085 2.5001 -2.9260 0.08
```

Calculated values
2S+1   1
Charge   0
DFT total energy   -71910.071 eV

---

This record from OMol25 describes C40H53AsBeN5O3SSe as an isolated structure at a distorted geometry. The level of theory is the ωB97M-V functional and the def2-TZVPD basis.

```
105
Properties=species:S:1:pos:R:3:lowdin_charge:R:1
Be 0.0848 -0.0213 0.3599 -0.12
C -2.9164 -6.6655 -0.4267 -0.07
O -2.9054 -5.3162 -0.0485 -0.07
C -3.6009 -4.9219 1.0529 -0.23
C -4.3278 -5.7380 1.8625 0.00
C -4.9443 -5.2193 3.0250 -0.06
C -4.8445 -3.8878 3.3648 -0.06
C -4.0799 -3.0601 2.5126 -0.02
C -3.4949 -3.5846 1.3816 -0.15
N -2.7003 -2.7002 0.5887 0.18
C -1.7110 -1.8575 0.9495 -0.30
N -1.3916 -1.7324 2.2404 0.18
C -0.2869 -1.0221 2.7750 -0.15
C 0.5213 -0.1697 2.0321 -0.17
C 1.5156 0.5276 2.7273 -0.16
C 1.7568 0.3000 4.0516 -0.10
C 0.9854 -0.5933 4.7977 -0.02
C -0.0666 -1.2558 4.1680 -0.21
O -0.9911 -2.0351 4.7764 -0.09
C -1.0620 -2.0531 6.1832 -0.06
N -1.0771 -1.1494 0.0113 0.03
C -1.2895 -1.4703 -1.3490 -0.27
C -2.0905 -0.6868 -2.1625 -0.06
C -2.2168 -0.9227 -3.5168 -0.07
C -1.5072 -1.9673 -4.0801 -0.07
C -0.7221 -2.7747 -3.2934 0.00
C -0.6199 -2.5570 -1.9084 -0.26
O 0.1122 -3.2879 -1.0531 -0.08
C 0.8512 -4.3321 -1.5804 -0.08
H -2.2144 -6.7290 -1.2656 0.10
H -3.8823 -7.0054 -0.7385 0.09
H -2.5703 -7.3200 0.3609 0.09
H -4.3920 -6.7986 1.6669 0.11
H -5.4857 -5.8969 3.6556 0.10
H -5.3207 -3.4712 4.2506 0.11
H -4.0164 -2.0126 2.6801 0.12
H -2.8807 -2.7233 -0.4153 0.16
H -1.9155 -2.3088 2.9082 0.13
H 2.1199 1.2437 2.1732 0.07
H 2.5739 0.8356 4.5640 0.11
H 1.1442 -0.6698 5.8525 0.10
H -0.9232 -1.0573 6.6115 0.10
H -0.2388 -2.6499 6.5692 0.10
H -1.9982 -2.5120 6.4346 0.09
H -2.6074 0.1414 -1.6857 0.08
H -2.8185 -0.2650 -4.0907 0.09
H -1.5476 -2.2450 -5.0956 0.10
H -0.1886 -3.5798 -3.7784 0.11
H 1.2721 -4.8113 -0.7272 0.09
H 1.6269 -3.9426 -2.2237 0.09
H 0.2533 -5.0437 -2.1561 0.10
C -1.1145 5.3710 2.0062 -0.11
C -0.1902 5.8344 0.8894 -0.24
C 1.3101 5.5245 1.1355 -0.16
C 1.6375 4.0270 1.0519 -0.15
N 1.5786 3.4818 -0.3006 0.00
C 0.5386 2.8341 -0.9033 -0.63
Se -0.9858 2.0937 -0.1367 0.88
N 0.8626 2.7482 -2.2128 -0.05
C 0.0861 2.0615 -3.2403 -0.17
C -0.6780 3.0900 -4.0689 -0.17
C -1.8804 3.6465 -3.2881 -0.25
C -3.1409 2.7729 -3.4406 -0.09
C 2.1186 3.2833 -2.4700 -0.16
C 2.8781 3.3153 -3.6245 0.02
C 4.1269 3.9243 -3.4945 -0.06
C 4.5931 4.3642 -2.2687 -0.08
C 3.8131 4.3207 -1.1356 -0.01
C 2.5406 3.8012 -1.2572 -0.15
H -2.1704 5.5101 1.8281 0.07
H -0.8662 5.9585 2.8989 0.08
H -0.9620 4.3185 2.2327 0.04
H -0.2806 6.9025 0.7212 0.11
H -0.4525 5.3017 -0.0286 0.08
H 1.6030 5.8368 2.1320 0.11
H 1.9971 6.0549 0.4351 0.12
H 0.9378 3.4512 1.6382 0.09
H 2.6472 3.8100 1.3931 0.12
H -0.5397 1.3086 -2.7343 0.07
H 0.8195 1.4694 -3.8322 0.13
H -0.9564 2.6923 -5.0310 0.11
H 0.0237 3.9331 -4.2813 0.12
H -2.1117 4.6372 -3.7319 0.11
H -1.5816 3.7906 -2.2267 0.06
H -3.3469 2.6405 -4.4772 0.06
H -4.0220 3.2623 -3.0127 0.08
H -3.0585 1.8327 -2.8876 0.04
H 2.4694 2.9027 -4.5329 0.12
H 4.7859 3.9650 -4.3308 0.10
H 5.5580 4.8317 -2.2227 0.11
H 4.2093 4.7080 -0.2157 0.11
C 2.9963 -2.2320 1.3391 -0.21
As 3.3517 -0.9425 -0.0272 0.79
C 4.5651 0.4496 0.5792 -0.22
C 4.4823 -1.9694 -1.2017 -0.25
S 1.7511 -0.2019 -1.1941 0.42
H 3.7306 -3.0033 1.2748 0.03
H 1.9948 -2.6134 1.1884 0.04
H 3.0443 -1.7300 2.3101 0.04
H 5.4493 -0.0032 1.0082 0.04
H 4.0497 1.0908 1.3187 0.03
H 4.8440 0.9734 -0.3157 0.03
H 5.4446 -2.1218 -0.7177 0.05
H 4.5705 -1.4372 -2.1261 0.03
H 3.9586 -2.8955 -1.4028 0.03
```

Calculated values
2S+1   1
Charge   +1
DFT total energy   -193353.435 eV

---

- Which of these has the lowest DFT total energy?
  C40H53AsBeN5O3SSe